Entry A
Entry from the OMol25 dataset: a cluster of 15 separate species, H30O15 in total (ωB97M-V/def2-TZVPD).

The spin multiplicity is 1. Its LUMO energy is -0.5 eV. The calculation puts the HOMO-LUMO gap at 6.15 eV.

Last column: Löwdin charge in e.
Element x y z (Å)
1 H 0.040 0.597 -0.829  0.016
2 H -0.912 -0.127 0.109  0.044
3 H 2.771 4.067 0.040  0.066
4 H 1.313 4.399 0.313  0.071
5 H -5.175 3.204 -0.140  0.038
6 H -3.907 2.890 0.637  0.027
7 H -2.526 0.733 3.665  0.028
8 H -2.642 -0.766 3.888  0.040
9 H 0.353 -0.635 2.035  0.020
10 H 0.902 -1.577 0.976  0.008
11 H 3.745 0.270 -1.600  -0.002
12 H 3.592 0.222 -3.112  0.048
13 H -4.779 -3.817 -0.931  0.032
14 H -3.502 -3.772 -0.108  0.023
15 H 1.833 0.240 -0.786  0.042
16 H 1.175 -0.752 -1.730  0.059
17 H 0.969 2.752 0.337  -0.023
18 H 1.015 1.411 1.051  0.066
19 H -2.912 1.010 -0.750  0.024
20 H -1.548 1.674 -0.853  0.050
21 H -5.488 0.464 -2.163  0.047
22 H -5.293 0.861 -0.708  0.008
23 H -0.817 -1.895 -2.156  0.029
24 H -1.605 -2.442 -0.977  0.021
25 H 4.022 2.112 -0.369  0.031
26 H 5.445 1.620 -0.165  0.061
27 H 3.210 -1.765 2.208  0.016
28 H 4.400 -1.980 3.129  0.035
29 H 2.538 -3.561 -0.381  0.057
30 H 3.621 -2.497 -0.304  0.045
31 O -0.046 -0.208 -0.306  -0.211
32 O 1.881 3.921 -0.301  -0.021
33 O -4.854 3.027 0.751  -0.045
34 O -1.993 -0.059 3.799  -0.054
35 O 0.187 -1.487 1.616  -0.068
36 O 3.439 -0.299 -2.315  -0.108
37 O -4.077 -4.380 -0.587  -0.055
38 O 1.737 0.031 -1.722  -0.117
39 O 0.539 1.890 0.363  -0.060
40 O -1.996 0.833 -0.994  -0.035
41 O -5.164 0.127 -1.319  -0.045
42 O -0.884 -2.663 -1.577  -0.051
43 O 4.527 1.331 -0.115  -0.033
44 O 4.060 -2.216 2.258  -0.072
45 O 2.808 -2.786 0.125  -0.051

=====

Entry B
Entry from the OMol25 dataset: a cluster of 15 separate species, H30O15 in total (ωB97M-V/def2-TZVPD).

The spin multiplicity is 1. Its LUMO energy is -0.2 eV. The calculation puts the HOMO-LUMO gap at 9.48 eV.

Last column: Löwdin charge in e.
Element x y z (Å)
1 H 0.636 -0.217 -0.278  0.027
2 H -0.700 0.503 -0.191  0.051
3 H -4.158 -0.585 2.115  0.025
4 H -3.153 -1.721 2.021  -0.026
5 H -3.276 3.794 -1.242  -0.001
6 H -4.069 4.954 -1.821  0.044
7 H -3.852 -2.653 -0.901  0.048
8 H -4.355 -1.358 -0.284  0.037
9 H 4.000 -4.723 -0.101  0.046
10 H 3.782 -3.269 0.286  -0.009
11 H -0.421 2.111 -2.426  0.062
12 H -0.605 3.073 -1.263  0.033
13 H 5.606 -0.896 -1.807  0.028
14 H 4.297 -0.138 -1.661  0.018
15 H 4.207 -1.460 2.604  0.057
16 H 4.126 -2.909 2.151  0.038
17 H -3.281 2.154 -0.231  0.042
18 H -2.583 2.644 1.028  0.057
19 H 1.139 -3.223 -0.106  0.044
20 H 0.989 -2.143 0.953  0.051
21 H 1.452 3.081 3.874  0.030
22 H 1.244 1.671 3.346  0.029
23 H 0.309 -2.104 -1.504  -0.027
24 H 0.103 -1.031 -2.560  0.008
25 H -1.371 -3.182 2.208  0.031
26 H -2.038 -4.337 2.936  0.046
27 H -0.974 5.311 1.552  0.039
28 H -0.740 4.270 0.469  0.007
29 H 1.804 1.022 -3.237  0.016
30 H 2.185 -0.063 -4.230  0.038
31 O 0.123 0.485 -0.693  -0.105
32 O -3.246 -0.813 2.329  -0.078
33 O -4.174 4.068 -1.456  -0.056
34 O -3.761 -2.098 -0.118  -0.052
35 O 3.549 -3.921 -0.386  -0.044
36 O -0.477 2.139 -1.464  -0.100
37 O 5.241 -0.004 -1.799  -0.061
38 O 3.700 -2.052 2.036  -0.046
39 O -2.422 2.166 0.206  -0.039
40 O 0.520 -2.561 0.222  -0.040
41 O 1.858 2.207 3.861  -0.060
42 O -0.285 -1.844 -2.217  -0.072
43 O -2.236 -3.519 2.466  -0.045
44 O -0.960 5.200 0.594  -0.049
45 O 2.531 0.723 -3.794  -0.045

=====

Which structure above is the least stable one? entry A is the least stable one.